Molecular formula: C30H55BrClF18N10P3
Method: DFT, ωB97M-V with the def2-TZVPD basis set

## Properties
HOMO level: -3.067 eV
frontier orbital gap: 0.1196 hartree
net charge: -1
total energy: -206262.7869 eV
2S+1: 2

Geometry as XYZ:
```
118
C30H55BrClF18N10P3 | the OMol25 dataset | ωB97M-V with the def2-TZVPD basis set
C -2.1330 1.9667 -9.9807
C -0.6294 2.1088 -9.6796
N -0.3094 1.5321 -8.3572
C 0.8629 0.9101 -8.1396
C 0.8299 0.2233 -6.9262
N -0.4366 0.4849 -6.3715
C -1.1219 1.2872 -7.2503
C -0.7960 0.0833 -5.0381
H -2.7555 2.6384 -9.3895
H -2.5500 0.9874 -9.7457
H -2.3526 2.2838 -11.0001
H -0.3165 3.1387 -9.5078
H 0.0293 1.6378 -10.4092
H 1.6280 0.8358 -8.8982
H 1.5913 -0.3940 -6.4729
H -2.1793 1.4806 -7.1461
H -0.6461 0.8626 -4.2908
H -0.2043 -0.7593 -4.6805
H -1.7998 -0.3412 -5.0496
C 1.4687 1.3466 5.5027
C 2.8924 1.6516 6.0191
N 3.1088 1.0744 7.3092
C 3.0133 -0.2417 7.7048
C 3.4157 -0.3140 9.0346
N 3.8897 0.9370 9.4555
C 3.7240 1.7433 8.3426
C 4.5889 1.2120 10.6619
H 0.6497 1.8301 6.0354
H 1.2827 0.2731 5.4724
H 1.4077 1.8101 4.5181
H 3.0538 2.7291 5.9865
H 3.6488 1.1952 5.3807
H 2.6645 -0.9582 6.9758
H 3.4391 -1.0978 9.7773
H 4.0185 2.7813 8.3916
H 4.0045 1.5934 11.4993
H 5.3546 1.9468 10.4133
H 5.1398 0.3195 10.9589
C -1.8334 -4.2713 1.5829
C -0.2685 -4.2997 1.7138
N 0.4069 -4.5000 0.4806
C 1.7433 -4.2362 0.3031
C 2.0439 -4.3276 -1.0216
N 0.9170 -4.5875 -1.7010
C -0.0964 -4.7056 -0.7896
C 0.7143 -4.6459 -3.0972
H -2.1686 -5.2317 1.1912
H -2.2328 -3.4578 0.9773
H -2.2972 -4.1606 2.5631
H -0.0228 -5.1438 2.3584
H 0.0784 -3.3800 2.1849
H 2.2697 -3.9687 1.2074
H 3.0009 -4.1442 -1.4873
H -1.1549 -4.7878 -0.9880
H 0.4417 -3.6714 -3.5022
H -0.0085 -5.4196 -3.3563
H 1.6938 -4.9109 -3.4952
C 0.6958 6.6035 -6.8886
C 0.1160 5.2201 -6.5756
N 0.8123 4.4044 -5.5362
C 2.1475 3.9378 -5.5772
C 2.3585 3.1659 -4.3918
N 1.1962 3.2557 -3.5827
C 0.2893 4.0715 -4.3003
C 0.9839 2.6386 -2.3043
H 0.0872 7.0875 -7.6525
H 1.7269 6.6127 -7.2421
H 0.6355 7.3595 -6.1056
H 0.3404 4.7303 -7.5231
H -0.9732 5.2290 -6.5351
H 2.7908 4.0907 -6.4311
H 3.2539 2.7045 -4.0022
H -0.7239 4.2320 -3.9626
H 1.7853 1.9612 -2.0094
H 0.0849 2.0462 -2.4744
H 0.6628 3.2533 -1.4634
C -2.2785 -1.4030 4.2265
C -1.9952 0.0331 3.6668
N -1.7575 0.0020 2.2310
C -2.7342 -0.0301 1.1764
C -2.0436 -0.3033 -0.0005
N -0.6959 -0.4012 0.2607
C -0.5210 -0.2488 1.6282
C 0.3790 -0.6004 -0.7380
H -3.1335 -1.8159 3.6910
H -2.6570 -1.4897 5.2450
H -1.3772 -2.0147 4.1877
H -1.2163 0.6042 4.1719
H -2.9296 0.5906 3.7319
H -3.7715 -0.0834 1.4724
H -2.2656 -0.4923 -1.0403
H 0.4720 -0.2461 2.0529
H 1.1509 0.1619 -0.6326
H 0.1314 -0.3730 -1.7749
H 0.8396 -1.5852 -0.6613
Cl -2.3978 -2.7579 -2.5983
P -1.8746 0.4759 7.6736
F -1.7694 -0.6970 8.8246
F -0.9723 -0.4523 6.6836
F -3.2350 -0.0315 6.9955
F -1.8202 1.7761 6.6793
F -2.8103 1.3916 8.7055
F -0.4294 0.9788 8.2051
P 2.8766 -1.2191 -3.8371
F 3.6301 -2.5443 -3.3267
F 3.1883 -0.5185 -2.4397
F 4.1966 -0.7346 -4.6456
F 2.1973 0.1088 -4.4368
F 2.3454 -2.0407 -5.1735
F 1.4443 -1.5927 -3.2093
P -5.9350 -3.4600 5.4758
F -4.7319 -2.8554 6.4291
F -5.9950 -2.0296 4.7022
F -4.8375 -3.9553 4.2866
F -7.1899 -3.9104 4.5254
F -5.9680 -4.9444 6.1195
F -7.0104 -2.9128 6.5801
Br -5.4714 2.0668 3.2140
```

=====

Molecular formula: C37H37AuCl3N4O4PS2
Method: DFT, ωB97M-V with the def2-TZVPD basis set

## Properties
HOMO level: -12.207 eV
frontier orbital gap: 0.2448 hartree
net charge: +2
total energy: -125327.1210 eV
energy above the lowest of the compared OMol25 structures with the same formula, charge and spin: 2.7 kcal per mole

Geometry as XYZ:
```
89
C37H37AuCl3N4O4PS2 | the OMol25 dataset | ωB97M-V with the def2-TZVPD basis set
Au 2.2417 -1.3335 -1.4498
N 5.0643 -1.2353 -1.1545
C 5.2810 -1.9541 0.1067
C 4.9504 -3.4331 -0.0320
C 3.4835 -3.8216 -0.1501
N 2.8006 -3.3432 -1.3946
H 5.6402 -1.6445 -1.8839
H 5.3724 -0.2730 -1.0705
H 4.6436 -1.5096 0.8768
H 6.3126 -1.8678 0.4606
H 5.3148 -3.9458 0.8609
H 5.5182 -3.8625 -0.8654
H 2.9112 -3.4480 0.6989
H 3.4241 -4.9123 -0.1348
H 1.9662 -3.9069 -1.5268
H 3.3998 -3.5403 -2.1932
O -1.7669 0.9740 0.0044
S -2.1507 0.4835 -1.2722
O -2.1350 1.2935 -2.4317
O -1.1118 -0.8009 -1.5838
C -3.6076 -0.4963 -1.1534
C -4.8680 0.0579 -1.0245
C -5.9316 -0.8136 -0.8341
C -5.7248 -2.1879 -0.7537
C -4.4529 -2.7260 -0.8850
C -3.3868 -1.8651 -1.1082
P -1.6783 -2.2815 -1.4272
C -1.0214 -3.1942 -0.0659
C -0.3268 -4.3899 -0.2605
C 0.1609 -5.0792 0.8381
C -0.0120 -4.5589 2.1148
C -0.6852 -3.3574 2.3067
C -1.1964 -2.6721 1.2193
C -1.4569 -3.0970 -2.9809
C -0.7742 -2.4465 -4.0082
C -0.6329 -3.0782 -5.2345
C -1.1704 -4.3420 -5.4310
C -1.8592 -4.9859 -4.4083
C -2.0027 -4.3694 -3.1787
H -5.0200 1.1283 -1.0647
H -6.9324 -0.4162 -0.7355
H -6.5677 -2.8451 -0.5899
H -4.3039 -3.7962 -0.8191
H -0.2201 -4.8053 -1.2554
H 0.6656 -6.0265 0.7020
H 0.3727 -5.0987 2.9700
H -0.8206 -2.9635 3.3046
H -1.7330 -1.7415 1.3691
H -0.3681 -1.4558 -3.8536
H -0.1119 -2.5781 -6.0393
H -1.0590 -4.8297 -6.3901
H -2.2873 -5.9649 -4.5733
H -2.5509 -4.8707 -2.3891
Cl 0.1906 9.1755 3.8763
C 0.3479 7.6378 3.1069
C 1.3173 6.7460 3.5404
C 1.4249 5.5136 2.9205
C 0.5784 5.1509 1.8791
C 0.7169 3.8018 1.2122
C 1.7428 3.8779 0.0887
N 1.6479 2.7090 -0.7836
C 1.0519 2.6661 -2.0190
C 1.1172 1.3751 -2.4332
N 1.7316 0.6306 -1.4514
C 2.0439 1.4706 -0.4738
O 1.1721 2.7890 2.0951
C 0.1028 2.0435 2.6924
C -0.8421 2.8951 3.4809
C -0.5397 3.4792 4.6763
Cl 0.9128 3.2773 5.5624
S -1.7928 4.4803 5.2652
C -2.7715 4.1156 3.9108
C -2.1491 3.2658 3.0510
C -0.3671 6.0780 1.4580
Cl -1.4240 5.7019 0.1205
C -0.5011 7.3165 2.0608
H 1.9706 7.0151 4.3583
H 2.1575 4.7985 3.2709
H -0.2484 3.5095 0.7858
H 2.7411 3.9133 0.5253
H 1.5997 4.7671 -0.5214
H 0.6504 3.5464 -2.4894
H 0.7566 0.9385 -3.3463
H 2.5183 1.2191 0.4586
H 0.5887 1.3025 3.3269
H -0.4502 1.5302 1.8996
H -3.7518 4.5546 3.8219
H -2.5907 2.9199 2.1258
H -1.2499 8.0174 1.7214
```

=====

Molecular formula: C6H10O
Method: DFT, ωB97M-V with the def2-TZVPD basis set

## Properties
SMILES: C=CC(=C)C=C.O
HOMO level: -8.927 eV
frontier orbital gap: 0.3339 hartree
total energy: -8427.2802 eV
energy above the lowest of the compared OMol25 structures with the same formula, charge and spin: 91.3 kcal per mole

Geometry as XYZ:
```
17
C6H10O | the OMol25 dataset | ωB97M-V with the def2-TZVPD basis set
C -1.3947 -0.5812 -0.2738
C -1.9004 0.6683 -0.5946
C 0.8073 -1.8234 0.0220
C -0.0696 -0.7940 0.4534
C -0.0019 -0.4572 1.8593
C -0.1421 0.7701 2.4873
H -2.1304 -1.3376 -0.4161
H -2.5600 0.7458 -1.5123
H -1.6482 1.5622 -0.0606
H 1.3891 -2.6054 0.5070
H 0.6887 -2.1190 -1.0146
H 0.1073 -1.2501 2.5655
H 0.0407 0.9223 3.5273
H -0.1208 1.7187 1.8001
H 1.6715 1.0868 -2.7534
H 3.1001 1.6747 -3.3266
O 2.1633 1.8191 -3.2699
```

=====

Molecular formula: C3HFO2S
Method: DFT, ωB97M-V with the def2-TZVPD basis set

## Properties
SMILES: Fc1coc(=S)o1
HOMO level: -9.002 eV
frontier orbital gap: 0.3484 hartree
total energy: -20772.2897 eV
energy above the lowest of the compared OMol25 structures with the same formula, charge and spin: 23.2 kcal per mole

Geometry as XYZ:
```
8
C3HFO2S | the OMol25 dataset | ωB97M-V with the def2-TZVPD basis set
C -1.4856 -0.0738 0.0627
C -1.2518 1.2739 0.0462
C 0.6860 0.0671 0.0952
H -1.8873 2.2281 0.2641
O 0.2231 1.3637 -0.1249
O -0.2900 -0.7608 0.1915
F -2.4170 -0.9948 -0.1488
S 2.2802 -0.3564 -0.0427
```

=====

Molecular formula: C7H10N3
Method: DFT, ωB97M-V with the def2-TZVPD basis set

## Properties
SMILES: CC1(C)/C=C\N=[N+]=C/C=N/1
HOMO level (alpha / beta): -13.002 / -13.011 eV
frontier orbital gap (alpha / beta): 0.2575 / 0.2472 hartree
net charge: +1
total energy: -11878.2875 eV
energy above the lowest of the compared OMol25 structures with the same formula, charge and spin: 155.1 kcal per mole

Geometry as XYZ:
```
20
C7H10N3 | the OMol25 dataset | ωB97M-V with the def2-TZVPD basis set
C 2.3091 -1.5842 -0.7334
C 1.7734 -0.1983 -0.8751
C -1.0501 -0.4729 1.0855
C -0.4150 -1.6864 1.2308
C -0.5563 0.6238 0.1072
C -1.4074 0.6324 -1.2025
C -0.4379 1.9703 0.8080
N 1.6438 -2.2777 0.0702
N 0.7274 -2.0309 0.7692
N 0.8001 0.1180 -0.1409
H 3.1772 -2.0324 -1.1678
H 2.3194 0.5346 -1.5280
H -2.0505 -0.3739 1.4595
H -0.9289 -2.3576 1.8384
H -1.0181 1.4754 -1.8537
H -2.3428 0.9382 -0.8072
H -1.4442 -0.2483 -1.6965
H -0.1594 2.0378 1.8171
H -1.3677 2.5571 0.6566
H 0.4280 2.3750 0.1625
```

=====

Molecular formula: C6H8N
Method: DFT, ωB97M-V with the def2-TZVPD basis set

## Properties
SMILES: C#[N+][C@@H]1C/C1=C/C
HOMO level: -13.929 eV
frontier orbital gap: 0.3515 hartree
net charge: +1
total energy: -7831.4200 eV
energy above the lowest of the compared OMol25 structures with the same formula, charge and spin: 98.4 kcal per mole

Geometry as XYZ:
```
15
C6H8N | the OMol25 dataset | ωB97M-V with the def2-TZVPD basis set
C -1.3021 -0.3238 1.5508
C -0.6421 1.2346 -2.8736
C -0.0350 -0.8773 1.0096
C 1.8146 -0.2746 -0.8505
C 0.7741 0.8614 -0.8574
C 0.6814 -0.3653 0.0457
N 0.0147 1.0733 -1.9450
H -2.0546 -1.1073 1.5996
H -1.1340 0.0214 2.5704
H -1.2400 1.4125 -3.7279
H -1.6783 0.5038 0.9545
H 0.3242 -1.7897 1.4697
H 1.8461 -0.9163 -1.7205
H 2.7917 -0.0259 -0.4591
H 1.0354 1.8028 -0.3809
```

=====

Molecular formula: C10H20O20S5
Method: DFT, ωB97M-V with the def2-TZVPD basis set

## Properties
SMILES: O=S1(=O)OCCO1.O=S1(=O)OCCO1.O=S1(=O)OCCO1.O=S1(=O)OCCO1.O=S1(=O)OCCO1
HOMO level: -11.024 eV
frontier orbital gap: 0.4128 hartree
total energy: -105810.1953 eV
energy above the lowest of the compared OMol25 structures with the same formula, charge and spin: 133.2 kcal per mole

Geometry as XYZ:
```
55
C10H20O20S5 | the OMol25 dataset | ωB97M-V with the def2-TZVPD basis set
C -4.4034 -6.8896 -1.0140
C -3.0647 -7.6168 -0.7104
O -2.4124 -7.6659 -1.8763
S -3.2320 -7.1933 -3.2034
O -3.5804 -8.4855 -3.7679
O -2.4480 -6.2740 -3.9552
O -4.4546 -6.4606 -2.3410
H -4.4707 -5.9197 -0.5213
H -5.3336 -7.3763 -0.7209
H -3.2166 -8.6628 -0.4441
H -2.4849 -7.0928 0.0495
C 0.3020 -0.6988 8.5554
C -0.3938 0.5287 7.9821
O -0.6211 1.3660 9.1419
S 0.7090 1.3925 10.0530
O 0.3845 1.6328 11.4818
O 1.7310 2.2471 9.5334
O 1.0515 -0.1858 9.7468
H 0.9255 -1.0192 7.7208
H -0.4078 -1.4325 8.9376
H -1.3243 0.2872 7.4685
H 0.1556 1.0718 7.2131
C -7.0972 6.3340 1.3831
C -6.5716 5.0664 2.1308
O -7.5107 4.7925 3.1612
S -9.0542 5.3610 2.7621
O -9.9123 5.7562 3.9526
O -9.6784 4.6302 1.6574
O -8.1800 6.6331 2.2933
H -7.3327 6.0078 0.3701
H -6.4305 7.1913 1.2895
H -5.5399 5.2355 2.4394
H -6.6111 4.1127 1.6044
C 0.2375 0.6049 -3.1194
C 1.6903 0.6586 -2.4223
O 1.3376 0.1834 -1.0994
S -0.3001 0.1614 -0.7042
O -0.4480 1.0970 0.4310
O -0.8871 -1.1829 -0.8031
O -0.7065 0.8671 -2.1121
H 0.0329 -0.3602 -3.5829
H 0.3585 1.2467 -3.9921
H 1.8849 1.7207 -2.2734
H 2.5556 0.1530 -2.8509
C 9.8496 0.7573 -8.1690
C 11.2024 0.0282 -7.8552
O 11.4823 0.4836 -6.5590
S 10.3038 1.3900 -5.7857
O 10.7416 2.4746 -4.9138
O 9.3779 0.4096 -5.1908
O 9.9019 1.9118 -7.3082
H 8.9253 0.2042 -8.3358
H 9.9322 1.2154 -9.1546
H 12.0025 0.3350 -8.5289
H 11.0328 -1.0320 -8.0435
```

=====

Molecular formula: C21H23CrF3N2O7S2
Method: DFT, ωB97M-V with the def2-TZVPD basis set

## Properties
HOMO level (alpha / beta): -11.490 / -11.517 eV
frontier orbital gap (alpha / beta): 0.2366 / 0.2660 hartree
net charge: +1
total energy: -97700.7324 eV
energy above the lowest of the compared OMol25 structures with the same formula, charge and spin: 6.4 kcal per mole
2S+1: 2

Geometry as XYZ:
```
59
C21H23CrF3N2O7S2 | the OMol25 dataset | ωB97M-V with the def2-TZVPD basis set
Cr 0.6549 -0.1245 -1.1669
C -2.1628 3.3200 5.4109
C -1.2940 2.6474 4.4000
C -1.8059 2.2402 3.1711
C -0.9944 1.6431 2.2226
C 0.3464 1.4583 2.5064
C 0.8807 1.8250 3.7332
C 0.0532 2.4081 4.6747
S 1.4270 0.7434 1.2947
O 1.4607 1.5048 0.0332
O 2.7150 0.4965 1.8740
N 0.8308 -0.6256 0.6373
C 0.1566 -1.7095 1.0462
C -0.0926 -2.1427 2.3416
C -0.8571 -3.2913 2.5444
C -1.3644 -4.0202 1.4964
C -1.1282 -3.6167 0.1670
C -1.6355 -4.2835 -0.9664
C -1.3653 -3.7755 -2.2134
C -0.6127 -2.6015 -2.3350
N -0.1253 -1.9474 -1.2961
C -0.3664 -2.4461 -0.0585
H -3.0998 3.6388 4.9665
H -1.6550 4.1879 5.8230
H -2.3910 2.6430 6.2328
H -2.8467 2.3975 2.9344
H -1.4074 1.3171 1.2827
H 1.9262 1.6425 3.9306
H 0.4496 2.6943 5.6371
H 0.2956 -1.5855 3.1787
H -1.0579 -3.6070 3.5541
H -1.9584 -4.9006 1.6762
H -2.2434 -5.1654 -0.8320
H -1.7422 -4.2617 -3.1000
H -0.4157 -2.1848 -3.3140
C -0.0754 0.6941 -4.4927
O 0.7677 0.1388 -3.4833
C 2.1084 -0.0191 -3.9307
C 2.7589 -1.0820 -3.0517
O 2.6562 -0.7398 -1.6773
C 3.7719 -0.0011 -1.1810
H -0.1152 0.0238 -5.3587
H 0.2931 1.6752 -4.8072
H -1.0710 0.7798 -4.0572
H 2.6454 0.9363 -3.8626
H 2.1076 -0.3521 -4.9751
H 3.8051 -1.2340 -3.3387
H 2.2100 -2.0234 -3.1590
H 4.6936 -0.5630 -1.3625
H 3.6162 0.1087 -0.1082
H 3.8398 0.9896 -1.6395
F -0.8283 3.2888 -0.2996
C -1.1353 2.7791 -1.4852
F 0.0175 2.3862 -2.0841
F -1.6731 3.7233 -2.2395
S -2.1619 1.2347 -1.2782
O -2.4106 0.7484 -2.5992
O -3.2511 1.5717 -0.4335
O -1.1435 0.4148 -0.5799
```